Entry 1:
{
  "formula": "C3H7N2O2",
  "method": "wB97M-V/def2-TZVPD",
  "charge": 1,
  "multiplicity": 1,
  "homo_lumo_gap_ev": 10.097,
  "e_homo_ev": -13.859,
  "mol_weight_g_mol": 103.101,
  "e_lumo_ev": -3.76,
  "elements": ["C", "C", "C", "N", "N", "O", "O", "H", "H", "H", "H", "H", "H", "H"],
  "xyz": [[2.172, 0.220, -0.185], [3.300, 0.267, -0.774], [-1.659, -0.697, -1.023], [-2.449, 1.067, 0.318], [-1.114, -1.219, 0.226], [1.116, 0.189, 0.345], [-2.239, 0.385, -0.953], [3.397, 0.666, -1.769], [4.209, -0.072, -0.312], [-3.180, 1.753, 0.149], [-1.591, 1.566, 0.551], [-1.688, -0.929, 1.037], [-0.138, -0.755, 0.328], [-1.001, -2.236, 0.181]],
  "mulliken_charge": [0.90, -0.92, -0.13, -0.46, -0.13, -0.60, 0.04, 0.26, 0.27, 0.30, 0.26, 0.44, 0.35, 0.40]
}



Entry 2:
{
  "formula": "C4H4O2",
  "method": "wB97M-V/def2-TZVPD",
  "multiplicity": 1,
  "homo_lumo_gap_ev": [7.268, 7.269],
  "e_homo_ev": [-7.622, -7.623],
  "mol_weight_g_mol": 84.074,
  "e_lumo_ev": [-0.35, -0.35],
  "elements": ["C", "C", "C", "C", "O", "O", "H", "H", "H", "H"],
  "xyz": [[-1.108, 1.112, 1.267], [-0.775, 0.718, -0.014], [-0.359, -0.752, 0.201], [1.008, -0.911, -0.536], [-1.079, 1.261, 2.404], [-1.476, -0.373, -0.579], [-0.342, 1.580, -0.679], [0.976, -0.349, -1.557], [1.505, -1.963, -0.614], [1.652, -0.323, 0.107]],
  "mulliken_charge": [0.30, 0.24, -0.29, -0.84, -0.22, -0.26, 0.30, 0.25, 0.27, 0.26]
}



Entry 3:
{
  "formula": "C4H6NO4",
  "method": "wB97M-V/def2-TZVPD",
  "charge": -1,
  "multiplicity": 1,
  "homo_lumo_gap_ev": 5.121,
  "e_homo_ev": -1.361,
  "smiles": "O=C[C@H]1O[C@H]1CO[N-]O",
  "mol_weight_g_mol": 132.095,
  "e_lumo_ev": 3.76,
  "elements": ["C", "C", "C", "C", "N", "O", "O", "O", "O", "H", "H", "H", "H", "H", "H"],
  "xyz": [[0.516, -1.238, -0.243], [-0.015, 0.103, -0.645], [0.440, 1.345, 0.047], [1.354, 1.547, 1.208], [-1.565, -1.295, 0.599], [-2.690, -0.961, -0.260], [-0.596, -2.008, -0.112], [0.884, 0.961, -1.253], [1.108, 2.334, 2.096], [1.236, -1.563, -1.069], [1.059, -1.194, 0.666], [-1.127, 0.044, -0.950], [-0.289, 2.191, 0.015], [2.348, 1.239, 0.927], [-2.662, -1.506, -1.027]],
  "mulliken_charge": [-0.43, 0.43, -0.11, -0.19, -0.65, -0.36, -0.32, -0.53, -0.51, 0.29, 0.31, 0.25, 0.30, 0.29, 0.23]
}